ORCA calculation (ωB97M-V/def2-TZVPD) on a molecular structure, C29H35BN9O2STeYb.

Element x y z (Å)
Yb 11.320 11.568 11.663
C 15.880 9.849 12.168
C 14.644 10.346 12.675
N 13.692 10.294 11.721
N 14.284 9.714 10.574
C 15.598 9.432 10.856
B 13.436 9.360 9.312
N 13.127 10.640 8.463
C 13.500 11.044 7.203
C 12.879 12.267 6.923
C 12.087 12.544 8.071
N 12.274 11.605 9.013
N 12.117 8.615 9.656
C 11.731 7.334 9.419
C 10.387 7.166 9.821
C 10.014 8.429 10.368
N 11.059 9.284 10.335
H 16.801 9.789 12.720
H 14.424 10.731 13.658
H 16.258 8.939 10.150
H 14.136 8.656 8.594
H 14.137 10.463 6.562
H 12.919 12.872 6.027
H 11.413 13.379 8.260
H 12.369 6.586 8.963
H 9.779 6.283 9.740
H 9.058 8.729 10.772
N 13.541 13.466 11.091
C 14.074 14.073 12.290
C 13.207 15.137 12.882
C 11.712 14.677 13.143
O 10.997 15.496 13.733
O 11.365 13.536 12.710
H 14.224 12.817 10.680
H 13.288 14.183 10.408
H 15.088 14.513 12.167
H 14.258 13.285 13.074
H 13.158 16.054 12.277
H 13.588 15.456 13.866
C 10.227 7.122 13.669
N 11.181 8.215 13.790
C 11.113 9.297 14.711
S 11.846 10.788 14.453
N 10.204 9.186 15.696
C 10.034 10.156 16.724
H 10.448 6.545 12.773
H 9.199 7.531 13.524
H 10.218 6.450 14.535
H 11.298 8.577 12.833
H 9.353 8.665 15.489
H 10.994 10.671 16.919
H 9.677 9.632 17.622
H 9.286 10.880 16.398
Te 8.736 10.606 13.125
C 7.174 17.608 9.704
C 8.528 17.862 9.758
C 9.426 16.804 9.964
C 8.932 15.497 10.188
C 7.545 15.275 10.131
C 6.672 16.311 9.881
C 9.806 14.302 10.355
C 9.434 13.045 10.067
C 8.585 12.479 9.034
C 7.751 11.366 9.308
C 6.794 10.939 8.400
C 6.766 11.506 7.125
C 7.696 12.485 6.768
C 8.586 12.985 7.710
H 6.501 18.444 9.530
H 8.919 18.865 9.565
H 10.511 16.979 9.971
H 7.174 14.260 10.276
H 5.602 16.125 9.786
H 10.787 14.515 10.795
H 7.880 10.902 10.287
H 6.096 10.162 8.690
H 6.024 11.186 6.414
H 7.710 12.865 5.758
H 9.314 13.727 7.417

## Properties
Lowest unoccupied orbital energy (alpha / beta)   4.201 / 4.216 eV
Charge   -2
Spin multiplicity   2
Expectation value of S²   0.75
Largest force on an atom   2.407 eV/A
Electronic energy   -98484.410 eV
Energy above the lowest of the compared OMol25 structures with the same formula, charge and spin   0.0 kcal per mole

ORCA calculation (ωB97M-V/def2-TZVPD) on a molecular structure, C29H35CaFN5O8Si.

Element x y z (Å)
Ca 0.845 -2.777 1.758
C 1.727 -4.739 3.719
C 2.246 -3.590 4.339
C 3.260 -3.073 3.513
C 3.363 -3.897 2.374
C 2.410 -4.933 2.501
H 0.893 -5.329 4.075
H 1.899 -3.157 5.267
H 3.834 -2.173 3.694
H 4.029 -3.755 1.533
H 2.207 -5.701 1.767
C -0.579 0.884 -4.688
C 0.924 0.646 -4.595
N 1.353 0.238 -3.263
C 1.250 -1.082 -2.930
C 1.445 -1.634 -1.709
C 0.925 -3.085 -1.545
O 0.321 -3.524 -2.537
O 1.087 -3.607 -0.424
C 1.904 -0.774 -0.640
O 2.193 -1.086 0.512
C 1.927 0.683 -0.990
C 2.161 1.578 0.055
C 1.922 2.909 -0.143
F 2.055 3.781 0.885
C 1.459 3.397 -1.368
C 1.328 2.530 -2.432
C 1.560 1.160 -2.251
N 0.882 4.710 -1.482
C 1.661 5.816 -0.960
C 0.979 7.116 -1.338
N -0.401 7.103 -0.726
C -1.214 5.929 -1.218
C -0.449 4.678 -0.872
H -0.855 1.175 -5.703
H -0.912 1.663 -4.003
H -1.117 -0.031 -4.437
H 1.498 1.524 -4.895
H 1.206 -0.156 -5.276
H 0.903 -1.743 -3.716
H 2.444 1.197 1.026
H 0.972 2.930 -3.371
H 2.666 5.792 -1.380
H 1.768 5.792 0.135
H 0.837 7.209 -2.413
H 1.501 7.986 -0.945
H -0.887 7.979 -0.910
H -0.304 7.015 0.290
H -1.322 6.062 -2.294
H -2.183 5.964 -0.724
H -1.000 3.814 -1.239
H -0.396 4.571 0.219
O -1.443 2.974 1.755
C -2.194 2.285 0.927
O -3.072 2.823 0.264
C -1.851 0.858 0.752
C -2.454 0.040 -0.187
N -1.785 -1.121 -0.173
N -0.784 -1.121 0.706
C -0.809 0.053 1.297
C 0.147 0.324 2.443
O 0.257 1.549 2.770
O 0.735 -0.639 2.923
H -0.676 2.347 2.194
H -3.293 0.218 -0.838
H -1.977 -1.976 -0.677
C -3.433 -5.090 3.404
Si -2.224 -4.776 1.978
C -1.473 -6.449 1.521
C -3.296 -4.278 0.479
O -1.145 -3.671 2.315
H -4.169 -5.863 3.160
H -3.971 -4.173 3.662
H -2.882 -5.411 4.292
H -2.236 -7.193 1.270
H -0.874 -6.836 2.350
H -0.806 -6.333 0.663
H -4.079 -5.011 0.263
H -2.662 -4.205 -0.412
H -3.777 -3.310 0.656

## Properties
Lowest unoccupied orbital energy   0.009 eV
Charge   -1
Largest force on an atom   1.315 eV/A
Electronic energy   -83512.622 eV
Energy above the lowest of the compared OMol25 structures with the same formula, charge and spin   37.2 kcal per mole

ORCA calculation (ωB97M-V/def2-TZVPD) on a molecular structure, C29H35Cl3N5OSSeSi2V.

Element x y z (Å)
V -1.266 1.682 1.956
C -5.585 -0.303 3.457
Si -4.307 0.887 2.718
C -4.796 2.610 3.327
C -4.612 0.865 0.852
N -2.667 0.548 3.011
C -2.021 -0.264 3.928
C -2.661 -1.030 4.910
C -1.971 -1.883 5.772
C -0.597 -1.992 5.677
C 0.075 -1.224 4.727
C -0.587 -0.345 3.864
N 0.062 0.445 2.935
Si 1.704 0.582 2.576
C 2.847 1.031 4.013
C 1.839 1.992 1.322
C 2.431 -0.963 1.746
H -6.560 -0.083 3.008
H -5.689 -0.180 4.537
H -5.347 -1.350 3.253
H -5.881 2.702 3.440
H -4.457 3.390 2.639
H -4.333 2.805 4.297
H -5.661 1.083 0.625
H -4.362 -0.113 0.431
H -3.998 1.617 0.349
H -3.735 -0.963 5.008
H -2.525 -2.453 6.510
H -0.040 -2.653 6.331
H 1.157 -1.296 4.660
H 2.420 1.870 4.568
H 3.837 1.327 3.651
H 2.979 0.204 4.713
H 1.498 2.940 1.752
H 1.242 1.801 0.423
H 2.878 2.136 1.005
H 2.420 -1.814 2.433
H 3.462 -0.816 1.407
H 1.815 -1.242 0.885
Se -1.959 4.194 0.633
C -1.375 3.924 2.354
N -0.979 3.579 3.401
Cl 2.596 -2.543 -8.764
C 2.080 -2.041 -7.183
C 2.062 -0.694 -6.865
C 1.661 -0.310 -5.597
C 1.284 -1.242 -4.637
C 0.875 -0.800 -3.248
C -0.647 -0.757 -3.117
N -1.040 -0.593 -1.738
C -1.094 -1.605 -0.797
C -1.243 -0.997 0.409
N -1.253 0.368 0.224
C -1.106 0.576 -1.061
O 1.332 0.499 -2.934
C 2.591 0.562 -2.260
C 3.741 0.393 -3.206
C 4.422 -0.760 -3.439
Cl 4.204 -2.265 -2.641
S 5.590 -0.613 -4.689
C 5.161 1.029 -4.938
C 4.192 1.429 -4.079
C 1.296 -2.584 -5.006
Cl 0.791 -3.811 -3.877
C 1.694 -3.000 -6.266
H 2.365 0.040 -7.598
H 1.659 0.736 -5.322
H 1.261 -1.520 -2.519
H -1.086 -1.676 -3.505
H -1.029 0.080 -3.703
H -1.048 -2.642 -1.086
H -1.350 -1.416 1.396
H -1.056 1.543 -1.534
H 2.618 -0.178 -1.458
H 2.625 1.549 -1.804
H 5.668 1.617 -5.686
H 3.785 2.431 -4.053
H 1.704 -4.050 -6.519

## Properties
Lowest unoccupied orbital energy (alpha / beta)   1.627 / 1.627 eV
Charge   -1
Spin multiplicity   4
Expectation value of S²   3.76
Largest force on an atom   0.553 eV/A
Electronic energy   -195337.488 eV
Energy above the lowest of the compared OMol25 structures with the same formula, charge and spin   7.6 kcal per mole

Repeat the first record exactly.
ORCA calculation (ωB97M-V/def2-TZVPD) on a molecular structure, C29H35BN9O2STeYb.

Element x y z (Å)
Yb 11.320 11.568 11.663
C 15.880 9.849 12.168
C 14.644 10.346 12.675
N 13.692 10.294 11.721
N 14.284 9.714 10.574
C 15.598 9.432 10.856
B 13.436 9.360 9.312
N 13.127 10.640 8.463
C 13.500 11.044 7.203
C 12.879 12.267 6.923
C 12.087 12.544 8.071
N 12.274 11.605 9.013
N 12.117 8.615 9.656
C 11.731 7.334 9.419
C 10.387 7.166 9.821
C 10.014 8.429 10.368
N 11.059 9.284 10.335
H 16.801 9.789 12.720
H 14.424 10.731 13.658
H 16.258 8.939 10.150
H 14.136 8.656 8.594
H 14.137 10.463 6.562
H 12.919 12.872 6.027
H 11.413 13.379 8.260
H 12.369 6.586 8.963
H 9.779 6.283 9.740
H 9.058 8.729 10.772
N 13.541 13.466 11.091
C 14.074 14.073 12.290
C 13.207 15.137 12.882
C 11.712 14.677 13.143
O 10.997 15.496 13.733
O 11.365 13.536 12.710
H 14.224 12.817 10.680
H 13.288 14.183 10.408
H 15.088 14.513 12.167
H 14.258 13.285 13.074
H 13.158 16.054 12.277
H 13.588 15.456 13.866
C 10.227 7.122 13.669
N 11.181 8.215 13.790
C 11.113 9.297 14.711
S 11.846 10.788 14.453
N 10.204 9.186 15.696
C 10.034 10.156 16.724
H 10.448 6.545 12.773
H 9.199 7.531 13.524
H 10.218 6.450 14.535
H 11.298 8.577 12.833
H 9.353 8.665 15.489
H 10.994 10.671 16.919
H 9.677 9.632 17.622
H 9.286 10.880 16.398
Te 8.736 10.606 13.125
C 7.174 17.608 9.704
C 8.528 17.862 9.758
C 9.426 16.804 9.964
C 8.932 15.497 10.188
C 7.545 15.275 10.131
C 6.672 16.311 9.881
C 9.806 14.302 10.355
C 9.434 13.045 10.067
C 8.585 12.479 9.034
C 7.751 11.366 9.308
C 6.794 10.939 8.400
C 6.766 11.506 7.125
C 7.696 12.485 6.768
C 8.586 12.985 7.710
H 6.501 18.444 9.530
H 8.919 18.865 9.565
H 10.511 16.979 9.971
H 7.174 14.260 10.276
H 5.602 16.125 9.786
H 10.787 14.515 10.795
H 7.880 10.902 10.287
H 6.096 10.162 8.690
H 6.024 11.186 6.414
H 7.710 12.865 5.758
H 9.314 13.727 7.417

## Properties
Lowest unoccupied orbital energy (alpha / beta)   4.201 / 4.216 eV
Charge   -2
Spin multiplicity   2
Expectation value of S²   0.75
Largest force on an atom   2.407 eV/A
Electronic energy   -98484.410 eV
Energy above the lowest of the compared OMol25 structures with the same formula, charge and spin   0.0 kcal per mole